1.
C19H36ClFeN5O2 | the ωB97M-V functional and the def2-TZVPD basis

The calculation puts the frontier orbital gap (alpha / beta) at 8.6 / 5.4 eV. As for the spin multiplicity: 6. As for the max |F|: 1.8 eV/Å. Its expectation value of S² is 8.78. Its total charge is +3. The value obtained for the LUMO energy (alpha / beta) is -8.925 / -12.324 eV. The value obtained for the calculated total energy is -2892.7920 Ha.

Atoms and positions in Å:
Fe 0.13 0.22 0.08
Cl 8.40 0.88 -1.82
O 1.81 0.14 -1.51
O 2.34 0.07 0.60
N 0.87 2.56 0.33
N 0.90 -2.36 0.13
N -0.28 -1.83 -2.65
N -1.86 -1.46 -0.09
N -1.87 1.62 -0.03
C 6.80 0.67 -1.49
C 6.42 0.09 -0.23
C 0.29 -4.05 -1.67
C 4.13 0.28 -0.94
C 1.00 2.38 1.80
C -0.73 -3.27 -2.50
C 2.13 2.96 -0.31
C -1.09 -3.78 0.41
C -1.54 2.97 0.44
C -2.10 -2.93 -0.35
C -3.12 1.20 0.65
C 4.51 0.84 -2.19
C -0.22 3.45 -0.05
C 5.10 -0.09 0.03
C 2.67 0.15 -0.60
C -2.00 1.58 -1.50
C 5.83 1.05 -2.47
C -2.11 -3.28 -1.85
C 0.31 -3.70 -0.17
H -2.66 -0.95 -0.46
H 1.94 1.90 2.03
H -1.56 2.96 1.53
H 0.92 -4.47 0.32
H 1.29 -3.95 -2.11
H 1.08 -2.33 1.13
H -1.91 -1.35 0.92
H -3.55 0.31 0.19
H 0.03 -5.11 -1.74
H -0.06 4.46 0.36
H -2.80 -2.63 -2.40
H 0.19 1.76 2.20
H -2.52 -4.29 -1.94
H 7.18 -0.18 0.49
H -1.42 -4.82 0.36
H -3.87 1.98 0.60
H 0.96 3.34 2.34
H -1.02 1.61 -1.98
H -0.82 -1.35 -3.37
H 2.94 2.35 0.06
H -0.78 -3.68 -3.50
H -2.30 3.68 0.12
H -0.21 3.55 -1.14
H 1.82 -2.33 -0.30
H -3.09 -3.18 0.05
H 0.71 -1.73 -2.88
H 2.37 4.01 -0.09
H -1.07 -3.50 1.47
H -0.44 -1.39 -1.75
H -2.53 0.68 -1.81
H 2.04 2.86 -1.39
H 6.14 1.49 -3.40
H 4.78 -0.52 0.97
H -2.92 0.99 1.70
H -2.58 2.44 -1.88
H 3.75 1.11 -2.91

Let us look at the Löwdin charges, expressed in e, one per atom: 1.007 1.019 -0.042 -0.037 -0.281 0.051 0.236 0.028 -0.298 -0.590 -0.007 -0.076 -0.038 -0.057 -0.239 -0.051 -0.104 -0.193 -0.304 -0.056 0.033 -0.189 0.044 -0.675 -0.068 -0.007 -0.075 -0.330 0.043 0.086 0.128 0.155 0.134 0.103 0.094 0.071 0.148 0.152 0.133 0.080 0.149 0.140 0.147 0.117 0.118 0.080 0.177 0.077 0.163 0.149 0.129 0.079 0.155 0.156 0.120 0.135 0.059 0.078 0.101 0.139 0.143 0.106 0.119 0.139

2.
C19H36F5N2O6S | the ωB97M-V functional and the def2-TZVPD basis

The calculation puts the frontier orbital gap (alpha / beta) at 9.6 / 8.9 eV. As for the spin multiplicity: 2. As for the max |F|: 2.4 eV/Å. Its expectation value of S² is 0.75. Its total charge is 0. The value obtained for the LUMO energy (alpha / beta) is 0.601 / -0.289 eV. The value obtained for the calculated total energy is -2203.8400 Ha.

Atoms and positions in Å:
S -0.12 4.82 0.85
F 1.41 7.80 -1.19
F 2.00 6.21 0.56
F -0.51 7.42 -0.45
F 0.17 6.47 -2.26
F 1.76 4.87 -1.03
O -0.09 -5.42 -0.55
O -1.09 -3.07 -2.27
O -0.10 5.54 2.08
O -1.44 4.82 0.28
O -0.52 -0.92 1.38
O -1.26 -5.82 -3.59
N 1.82 3.33 1.77
N -0.10 0.29 1.36
C -0.49 2.63 2.34
C 1.11 5.69 -0.25
C -0.42 0.57 3.74
C 0.45 2.32 -0.07
C -0.93 -4.34 -0.15
C -0.83 1.12 2.34
C 1.17 0.02 -0.68
C 1.14 -5.45 0.14
C 0.49 6.88 -1.06
C -2.36 0.98 2.29
C 0.50 3.12 1.25
C -0.14 -3.73 -3.10
C -0.75 -4.63 -4.16
C -1.21 0.59 -0.89
C 0.02 0.83 0.00
C 3.69 2.22 2.83
C -1.78 -3.85 -1.30
C -2.46 -6.26 -4.20
C 2.77 2.22 1.60
H -1.58 -4.70 0.65
H 1.64 -4.48 0.08
H -3.20 -5.45 -4.24
H 3.41 2.44 0.75
H -2.26 -6.63 -5.21
H -0.29 2.81 -0.69
H -2.16 0.67 -0.37
H -2.86 -7.07 -3.60
H 1.79 3.64 2.73
H 4.43 1.44 2.79
H -0.51 1.34 4.51
H 1.22 -1.00 -0.31
H -2.32 -4.67 -1.77
H 0.38 -2.92 -3.62
H -1.05 -0.26 4.04
H 1.77 -6.19 -0.35
H -0.12 2.96 3.29
H 3.06 2.00 3.69
H 2.31 1.24 1.57
H -1.53 -4.08 -4.69
H -2.81 1.53 1.48
H 0.61 -4.26 -2.51
H -2.53 -3.18 -0.88
H 2.15 0.48 -0.53
H -2.72 1.46 3.20
H 1.37 2.40 -0.62
H -1.23 1.25 -1.75
H 0.04 -4.91 -4.87
H 0.94 -0.03 -1.74
H 4.12 3.20 3.01
H -1.43 3.17 2.19
H -0.33 -3.50 0.23
H 1.00 -5.73 1.19
H -1.15 -0.42 -1.29
H -2.69 -0.05 2.34
H 0.61 0.25 3.70

Let us look at the Löwdin charges, expressed in e, one per atom: 0.779 0.199 0.142 0.225 0.210 0.160 -0.199 -0.137 -0.267 -0.270 0.006 -0.198 -0.012 -0.128 -0.056 -0.507 -0.021 -0.070 -0.194 -0.445 -0.015 -0.113 -0.664 -0.028 -0.443 -0.183 -0.200 -0.004 -0.432 -0.078 -0.173 -0.114 -0.248 0.130 0.084 0.087 0.115 0.088 0.102 0.075 0.088 0.112 0.075 0.083 0.079 0.117 0.126 0.080 0.088 0.114 0.071 0.102 0.125 0.080 0.119 0.127 0.066 0.096 0.109 0.092 0.127 0.086 0.078 0.110 0.112 0.089 0.072 0.088 0.084

3.
C19H37BBrN3O5PS2 | the ωB97M-V functional and the def2-TZVPD basis

The calculation puts the frontier orbital gap at 6.2 eV. As for the max |F|: 5.3 eV/Å. Its total charge is +1. The value obtained for the LUMO energy is -4.376 eV. The value obtained for the calculated total energy is -5022.4668 Ha. Its energy above the lowest of the compared OMol25 structures with the same formula, charge and spin is 1157.60 kJ/mol.

Atoms and positions in Å:
Br 1.59 -0.08 0.73
S 4.43 1.49 4.14
S -1.34 -3.61 -4.17
P -1.34 -1.70 -4.56
O 4.54 0.66 2.89
O -1.56 4.84 -0.70
O -2.95 -0.98 -0.98
O -0.25 1.68 -2.39
O -3.96 -0.40 -3.21
N 0.37 0.55 -1.92
N -1.41 -0.63 -3.15
N 0.44 -1.99 -1.85
C 4.13 -0.44 -1.09
C -0.26 -2.71 -0.74
C -2.03 -5.25 3.24
C 5.42 2.98 3.89
C 2.82 2.31 4.09
C -3.97 4.05 -0.41
C 3.00 0.36 -1.97
C -3.47 0.18 -0.24
C 0.71 -3.43 2.63
C -0.99 2.35 -1.31
C -2.89 4.95 -1.32
C 0.54 -4.01 -0.12
C -0.66 3.98 -1.48
C 1.62 0.74 -1.10
C -0.19 -0.69 -2.27
C -1.20 -4.42 4.42
C 0.15 -3.53 4.16
C -0.08 -4.22 1.42
C -1.45 -5.13 1.69
B -2.72 -0.69 -2.40
H -4.28 -0.17 0.56
H 6.47 2.69 3.85
H 5.13 -0.43 -1.74
H 1.67 -2.79 2.36
H 2.04 1.56 4.19
H -4.29 -1.32 -3.50
H -3.40 3.58 0.51
H -1.60 -4.48 5.53
H -0.24 -1.26 -5.39
H -4.35 3.18 -1.08
H -3.30 6.05 -1.34
H -2.55 -1.44 -5.34
H -3.95 1.02 -0.90
H -0.56 -2.02 0.17
H -1.29 -3.12 -1.17
H 2.68 -0.22 -2.96
H -2.14 2.25 -1.55
H -3.01 -5.85 3.48
H 1.73 1.91 -0.92
H 1.70 -3.93 -0.13
H 0.49 4.17 -1.30
H 2.75 3.02 4.92
H 2.70 2.84 3.14
H -0.83 4.20 -2.64
H -2.97 4.53 -2.40
H 5.26 3.66 4.73
H -2.61 0.71 0.40
H -2.03 -5.70 0.81
H 5.14 3.47 2.96
H -4.85 4.74 -0.05
H 0.24 -5.00 -0.71
H 4.41 0.08 -0.07
H 0.74 -2.93 4.99
H 3.82 -1.56 -0.99
H 1.48 -1.96 -1.77
H -0.74 1.96 -0.22
H 3.50 1.37 -2.35

Let us look at the Löwdin charges, expressed in e, one per atom: 0.756 0.815 0.192 0.388 -0.592 -0.198 -0.052 -0.090 0.026 -0.075 -0.077 0.039 -0.165 -0.239 -0.050 -0.267 -0.275 -0.091 -0.223 -0.085 -0.046 -0.103 -0.224 -0.152 -0.146 -0.544 -0.113 -0.069 -0.062 -0.152 -0.016 -0.608 0.131 0.054 0.104 0.073 0.044 0.133 0.093 0.085 0.010 0.059 0.133 0.025 0.082 0.103 0.119 0.122 0.121 0.085 0.136 0.116 0.140 0.056 0.051 0.146 0.124 0.056 0.105 0.097 0.057 0.088 0.127 0.076 0.090 0.074 0.109 0.145 0.131

4.
C19H37BN7O3 | the ωB97M-V functional and the def2-TZVPD basis

The calculation puts the frontier orbital gap at 8.9 eV. As for the max |F|: 0.9 eV/Å. Its total charge is +1. The value obtained for the LUMO energy is -2.788 eV. The value obtained for the calculated total energy is -1379.7625 Ha.

Atoms and positions in Å:
O 2.93 1.74 0.33
O 3.29 2.23 -2.72
O -0.32 1.94 0.56
N -2.09 -1.76 2.02
N -5.01 3.91 1.72
N -1.06 -1.94 -2.38
N 5.19 1.86 1.53
N 6.42 1.55 -0.28
N 4.05 1.53 -0.48
N 6.51 1.93 1.88
C 0.57 -1.52 -5.38
C 5.16 1.62 0.21
C -0.89 -1.60 -4.95
C -2.58 1.36 1.28
C -6.37 3.03 3.77
C -1.54 1.29 0.18
C -5.62 3.52 2.61
C 0.69 1.07 0.90
C -6.70 0.68 2.83
C -1.65 -2.63 1.41
C -0.56 -4.86 1.57
C -1.14 -3.78 0.65
C 1.25 -0.31 -4.76
C 1.77 1.04 -0.19
C -6.15 1.52 3.98
C 0.68 -4.38 2.32
C 7.19 1.73 0.75
C 4.70 0.12 -2.66
C -0.98 -1.79 -3.51
B 4.00 1.32 -1.99
H -3.25 2.20 1.13
H -1.42 -0.69 -5.21
H -1.35 0.26 -0.12
H -6.64 1.24 4.91
H 1.10 -5.19 2.92
H -6.05 3.59 4.65
H -0.39 -3.42 -0.05
H -6.57 -0.38 3.04
H 3.92 2.71 -3.28
H 0.62 -1.48 -6.47
H 2.28 -0.23 -5.09
H 1.39 1.58 -1.06
H 1.17 1.42 1.82
H -1.40 -2.43 -5.45
H 5.41 0.53 -3.39
H 1.25 -0.38 -3.67
H -0.30 -5.72 0.95
H -5.09 1.32 4.11
H 4.41 1.98 2.16
H -7.42 3.24 3.61
H 2.06 0.03 -0.46
H -1.32 -5.18 2.28
H 1.10 -2.43 -5.08
H 3.97 -0.46 -3.23
H -3.20 0.47 1.29
H 0.44 -3.55 2.99
H 5.27 -0.51 -1.99
H 6.85 2.11 2.81
H -1.91 1.80 -0.71
H -6.18 0.90 1.90
H 1.46 -4.05 1.63
H 8.27 1.73 0.69
H -2.13 1.47 2.26
H 0.73 0.61 -5.03
H 0.32 0.07 1.10
H -1.96 -4.18 0.05
H -7.77 0.87 2.69

Let us look at the Löwdin charges, expressed in e, one per atom: -0.049 0.176 -0.133 0.172 0.151 0.169 0.171 0.194 0.097 0.111 -0.252 -0.292 -0.182 -0.081 -0.190 -0.245 -0.229 -0.200 -0.107 -0.220 -0.258 -0.202 -0.113 -0.100 -0.259 -0.112 -0.087 0.030 -0.227 -0.515 0.032 0.127 0.090 0.107 0.072 0.118 0.094 0.073 0.132 0.113 0.070 0.133 0.130 0.124 0.088 0.061 0.109 0.108 0.188 0.121 0.137 0.113 0.114 0.069 0.046 0.070 0.067 0.185 0.118 0.068 0.071 0.151 0.079 0.086 0.121 0.119 0.077

5.
C19H37Br2F4N2O2P2S2 | the ωB97M-V functional and the def2-TZVPD basis

The calculation puts the frontier orbital gap at 4.7 eV. As for the max |F|: 1.8 eV/Å. Its total charge is -1. The value obtained for the LUMO energy is 1.366 eV. The value obtained for the calculated total energy is -8032.7196 Ha.

Atoms and positions in Å:
Br -1.38 -2.25 1.40
Br 1.22 -1.96 -2.42
S -4.70 4.83 1.45
S -6.72 2.92 0.50
P -0.04 2.55 1.08
P 1.36 1.47 2.52
F -1.70 -1.34 -1.12
F -0.47 -3.63 -1.23
F 1.16 2.33 -0.14
F 1.15 -3.00 0.06
O 4.74 0.80 0.09
O 1.38 -5.39 -5.54
N -4.95 2.35 2.41
N -4.47 1.48 4.40
C -2.92 4.39 1.40
C -0.66 -1.49 -0.24
C 0.27 -2.56 -0.84
C 6.50 -0.84 0.02
C 4.14 -1.44 -0.58
C -1.11 3.50 -0.18
C -5.07 2.46 3.78
C 0.03 -0.15 -0.02
C -0.04 -5.61 -5.56
C -2.60 3.61 0.13
C -0.87 0.87 0.66
C -3.91 0.70 3.41
C 5.03 -0.58 0.30
C -0.50 -6.05 -4.18
C 2.94 2.40 2.61
C -5.47 3.26 1.45
C -0.75 -4.34 -6.01
C -4.20 1.21 2.18
C 0.60 1.42 4.22
H -0.54 -3.52 -5.32
H 4.31 -1.22 -1.64
H -1.03 2.96 -1.13
H 3.09 -1.24 -0.37
H 2.79 3.49 2.66
H -1.83 -4.49 -6.05
H 4.33 -2.50 -0.41
H 0.65 0.39 4.58
H 0.94 -0.34 0.54
H -2.71 3.81 2.29
H 6.75 -0.61 -1.02
H 1.55 -4.69 -4.91
H -3.08 4.15 -0.69
H -2.37 5.32 1.46
H -0.66 4.48 -0.36
H 0.02 -6.96 -3.87
H 0.23 0.22 -1.02
H -5.61 3.28 4.20
H 7.13 -0.22 0.66
H 6.75 -1.89 0.21
H -3.10 2.65 0.17
H -1.26 0.49 1.60
H 4.81 -0.77 1.35
H -3.32 -0.17 3.61
H 3.49 2.09 3.50
H -3.94 0.86 1.20
H 4.91 1.01 -0.84
H -1.58 -6.25 -4.17
H -0.97 2.72 2.18
H -0.40 -4.04 -6.99
H 1.12 2.05 4.93
H 0.63 3.81 1.44
H 3.53 2.17 1.74
H -0.28 -5.28 -3.43
H -0.22 -6.40 -6.28
H -1.73 1.01 0.00
H -0.44 1.73 4.14

Let us look at the Löwdin charges, expressed in e, one per atom: 0.833 0.862 0.887 0.698 0.397 0.753 -0.013 0.006 -0.380 0.032 -0.056 -0.059 -0.161 0.061 -0.461 -0.814 -0.939 -0.070 -0.089 -0.331 -0.184 -0.304 -0.501 -0.327 -0.363 -0.141 -0.490 -0.058 -0.379 -1.142 -0.062 -0.080 -0.354 0.073 0.071 0.069 0.026 0.012 0.079 0.085 -0.002 0.057 0.049 0.076 0.075 0.097 0.082 0.067 0.079 0.084 0.121 0.075 0.075 0.066 0.019 0.141 0.087 0.013 0.110 0.089 0.080 -0.035 0.077 0.013 -0.028 -0.011 0.067 0.133 0.064 -0.004

6.
C19H37BrF2N8O9P | the ωB97M-V functional and the def2-TZVPD basis

The calculation puts the frontier orbital gap at 6.2 eV. As for the max |F|: 8.6 eV/Å. Its total charge is +1. The value obtained for the LUMO energy is -4.476 eV. The value obtained for the calculated total energy is -4976.0764 Ha. Its energy above the lowest of the compared OMol25 structures with the same formula, charge and spin is 687.45 kJ/mol.

Atoms and positions in Å:
Br -1.59 5.92 -4.16
P -1.94 1.07 1.77
F -3.45 1.15 -3.14
F -5.06 4.04 -2.17
O -5.00 0.60 -1.50
O 0.92 -4.10 5.79
O -4.19 4.51 -0.10
O 1.83 0.42 -3.54
O -2.68 2.02 2.72
O -0.50 0.53 2.56
O 4.66 4.18 -1.88
O -1.33 -2.83 2.43
O -2.89 -0.33 1.47
N 0.02 -0.96 -3.78
N -2.21 2.49 -0.92
N 2.33 -5.85 5.33
N -2.38 -3.71 4.27
N -3.59 2.37 -0.86
N 1.06 3.47 -2.25
N -1.43 3.05 -1.90
N -0.07 2.34 -0.25
C 1.22 6.66 -4.31
C 3.05 -7.01 5.83
C 0.75 4.12 -3.55
C -4.27 3.67 -1.04
C 3.67 3.29 -2.52
C -2.16 -3.56 2.93
C 0.28 5.67 -3.42
C 1.55 -5.08 6.14
C 1.14 -0.33 -4.21
C -0.43 -0.75 -2.41
C -0.75 -1.84 -4.64
C 2.38 3.31 -1.58
C -4.05 1.35 -1.85
C -1.57 -2.95 5.20
C 4.33 1.82 -2.61
C -3.39 -4.61 4.79
C -1.39 1.97 0.20
C -0.01 3.01 -1.56
C 2.45 -5.50 3.93
H 2.18 6.96 -3.77
H 0.36 -1.07 -1.73
H 3.10 -6.21 3.41
H -0.31 -1.91 -5.63
H -1.86 3.45 -2.75
H 2.72 -7.90 5.29
H 1.41 6.20 -5.36
H -1.33 -1.32 -2.21
H -0.62 0.31 -2.26
H 3.54 3.70 -3.58
H 5.46 1.87 -2.78
H -1.85 -3.17 6.23
H 1.58 4.10 -4.33
H 2.40 2.33 -0.96
H 1.53 -5.44 7.19
H 2.85 -4.49 3.84
H 4.13 1.19 -1.66
H 2.48 4.16 -0.80
H -0.35 -0.40 2.21
H -0.51 -3.20 5.05
H -4.10 -4.03 5.38
H -0.78 -2.84 -4.19
H 2.88 -7.15 6.90
H -1.71 -1.88 5.00
H 4.12 -6.86 5.66
H 1.39 -0.56 -5.26
H -0.15 3.57 -4.03
H 4.79 3.88 -0.95
H -2.83 -4.19 2.32
H -3.55 -0.15 0.75
H -1.77 -1.46 -4.72
H -2.91 -5.35 5.43
H -3.92 -5.11 3.98
H 1.45 -5.52 3.47
H 0.65 7.66 -4.52
H 3.88 1.24 -3.50
H 0.31 5.99 -2.30

Let us look at the Löwdin charges, expressed in e, one per atom: 0.647 0.680 0.065 0.089 0.157 -0.012 0.167 -0.011 -0.282 -0.145 -0.093 -0.027 -0.158 -0.193 -0.107 -0.201 -0.188 0.101 -0.037 0.169 0.145 -0.159 -0.058 -0.165 -0.261 -0.333 -0.342 -0.625 -0.305 -0.308 -0.043 -0.047 -0.075 -0.267 -0.043 -0.066 -0.058 -0.067 -0.179 -0.041 0.093 0.102 0.088 0.090 0.114 0.091 0.097 0.094 0.055 0.141 0.094 0.095 0.132 0.140 0.137 0.094 0.095 0.153 0.085 0.051 0.092 0.096 0.086 0.092 0.091 0.140 0.110 0.105 0.130 0.075 0.089 0.091 0.083 0.092 0.077 0.066 0.117

7.
C19H37BrSi4TeV | the ωB97M-V functional and the def2-TZVPD basis

The calculation puts the frontier orbital gap (alpha / beta) at 3.8 / 4.4 eV. As for the spin multiplicity: 3. As for the max |F|: 1.4 eV/Å. Its expectation value of S² is 2.04. Its total charge is -1. The value obtained for the LUMO energy (alpha / beta) is 1.308 / 1.871 eV. The value obtained for the calculated total energy is -5690.2999 Ha.

Atoms and positions in Å:
Te -1.05 0.21 -0.87
Br 1.06 -0.62 -4.52
V 0.97 -1.06 -2.31
Si -0.79 0.81 1.58
Si -3.00 1.17 1.99
Si -0.03 -0.75 3.08
Si 0.37 2.74 1.70
C 1.83 -2.36 -0.65
C 3.18 -1.46 -2.26
C 1.83 -0.88 3.29
C 1.94 -3.61 -7.57
C -0.04 -2.48 -7.71
C -3.93 -0.44 1.84
C 1.00 -1.58 -8.04
C -0.61 -0.31 4.80
C 0.25 3.50 3.40
C 2.22 -2.28 -7.95
C 2.87 -0.44 -1.32
C 0.54 -3.73 -7.42
C -3.74 2.32 0.71
C -3.40 1.93 3.65
C 2.06 -1.01 -0.31
C -0.24 3.97 0.43
C 2.17 2.44 1.31
C -0.68 -2.45 2.67
C 2.51 -2.63 -1.86
H 2.61 1.74 2.04
H -5.01 -0.26 1.96
H -3.73 -0.89 0.84
H 3.21 -1.87 -8.15
H 2.50 -3.57 -2.39
H 2.26 2.03 0.29
H -0.16 3.52 -0.58
H -0.20 -1.05 5.52
H -2.93 2.92 3.74
H -3.29 3.33 0.80
H -3.07 1.28 4.48
H -3.60 -1.13 2.64
H 0.64 2.79 4.16
H 0.38 4.88 0.48
H 2.35 -1.26 2.39
H 0.01 -4.63 -7.14
H -4.50 2.05 3.73
H -1.10 -2.24 -7.69
H 1.64 -0.49 0.53
H -0.27 0.71 5.07
H -1.29 4.24 0.64
H -1.78 -2.45 2.67
H -0.31 -3.17 3.43
H -3.57 1.92 -0.31
H 1.20 -3.05 -0.11
H 3.20 0.58 -1.36
H 2.72 3.40 1.37
H 3.78 -1.34 -3.14
H -4.83 2.41 0.90
H -1.71 -0.38 4.84
H -0.31 -2.75 1.67
H 2.67 -4.40 -7.42
H 2.04 -1.61 4.10
H 0.88 -0.54 -8.31
H -0.81 3.74 3.62
H 0.84 4.44 3.42
H 2.25 0.10 3.59

Let us look at the Löwdin charges, expressed in e, one per atom: 0.540 0.305 0.120 0.042 0.228 0.288 0.245 -0.177 -0.192 -0.217 -0.237 -0.247 -0.232 -0.266 -0.222 -0.215 -0.244 -0.178 -0.236 -0.236 -0.214 -0.255 -0.223 -0.213 -0.209 -0.165 0.019 0.038 0.024 0.047 0.122 0.022 0.026 0.041 0.019 0.016 0.011 0.014 0.024 0.037 0.018 0.046 0.039 0.051 0.028 0.030 0.015 0.020 0.042 0.001 0.103 0.112 0.042 0.112 0.038 0.017 0.019 0.045 0.040 0.051 0.017 0.038 0.025